[1]
{"formula": "C18H12Cl2F6N2O10PS2V", "method": "ωB97M-V/def2-TZVPD", "homo_lumo_gap_ev": [7.61, 7.66], "homo_energy_ev": [-3.7, -3.8], "total_charge": -2, "spin_multiplicity": 3, "elements": ["V", "Cl", "C", "C", "C", "Cl", "C", "O", "C", "C", "O", "C", "H", "H", "H", "O", "S", "O", "O", "C", "C", "C", "C", "C", "C", "S", "O", "O", "O", "H", "H", "H", "H", "F", "P", "F", "F", "F", "F", "F", "C", "N", "C", "C", "C", "O", "N", "C", "O", "H", "H", "H", "H", "H"], "coordinates": [[-0.11961, 0.58613, 0.72329], [4.33251, -1.49942, 6.24958], [3.14371, -0.78185, 5.10785], [1.89831, -0.37833, 5.78268], [0.87537, -0.05171, 4.98535], [-0.56783, 0.62731, 5.73734], [0.99238, -0.17551, 3.51097], [-0.06060, -0.05685, 2.85067], [2.33956, -0.18980, 2.97303], [2.60940, 0.07892, 1.59526], [1.90924, 0.55108, 0.71579], [3.37303, -0.68935, 3.75555], [1.85428, -0.29791, 6.84736], [3.63607, -0.11681, 1.32089], [4.30382, -1.02330, 3.30269], [-1.31654, 4.05393, 2.34732], [-0.92894, 3.17529, 1.28528], [0.43199, 2.63107, 1.42125], [-1.76088, 1.96815, 1.17694], [-0.78595, 4.27205, -0.15044], [-0.54405, 5.61386, 0.09525], [-0.52518, 6.55509, -0.94192], [-0.47154, 6.11240, -2.25394], [-0.48344, 4.73968, -2.50467], [-0.76312, 3.85144, -1.47465], [-1.13055, 2.17342, -1.85765], [-0.17282, 1.43279, -1.02915], [-0.78785, 1.97738, -3.21789], [-2.48713, 1.97101, -1.45523], [-0.58244, 5.89103, 1.09540], [-0.62495, 7.62209, -0.78655], [-0.38465, 6.83042, -3.09143], [-0.48694, 4.36055, -3.50551], [-1.04810, -4.24089, -5.81719], [-0.24608, -4.89974, -4.61335], [-0.21095, -3.48219, -3.82385], [-0.31916, -6.33332, -5.40085], [-1.62333, -5.28066, -3.87311], [1.10578, -4.55915, -5.41291], [0.63609, -5.62380, -3.48692], [-2.96916, -2.55535, -1.31421], [-1.62067, -2.56570, -0.89587], [-0.82486, -3.67118, -0.83664], [0.41059, -3.66318, -0.30302], [0.97953, -2.46841, 0.23054], [2.00999, -2.44626, 0.90437], [0.18306, -1.36164, 0.00642], [-1.09559, -1.39334, -0.33494], [-1.77451, -0.39379, -0.10173], [-3.46367, -3.41252, -0.82424], [-3.11185, -2.75710, -2.38722], [-3.39923, -1.60945, -1.02863], [-1.34757, -4.54628, -1.18537], [1.01502, -4.55028, -0.11196]], "mulliken_charge": [0.85, -0.30, 0.31, -0.61, -0.20, -0.22, 0.62, -0.73, 1.12, -0.31, -0.29, -1.11, 0.47, 0.23, 0.41, -0.73, 1.57, -0.62, -0.54, -0.12, -0.81, -0.63, -0.30, -0.66, -0.04, 1.64, -0.46, -0.75, -0.68, 0.58, 0.35, 0.34, 0.49, -0.36, 1.20, -0.35, -0.40, -0.36, -0.37, -0.36, -1.13, 0.48, 0.08, -1.19, 0.50, -0.68, 0.15, 0.83, -0.69, 0.40, 0.26, 0.33, 0.40, 0.41]}

---

[2]
{"formula": "C18H12Cl7N3OSZr", "method": "ωB97M-V/def2-TZVPD", "homo_lumo_gap_ev": 6.99, "homo_energy_ev": -14.3, "total_charge": 2, "e_above_lowest_ev": 2.113, "elements": ["Zr", "Cl", "C", "C", "C", "Cl", "C", "C", "C", "C", "N", "C", "C", "O", "H", "H", "H", "H", "C", "N", "C", "S", "N", "C", "H", "H", "H", "H", "H", "H", "H", "H", "Cl", "C", "C", "C", "Cl", "C", "Cl", "C", "Cl", "C", "Cl"], "coordinates": [[-0.74428, 1.30149, -2.04377], [-0.26580, -3.98795, -0.75336], [-1.37689, -2.77952, -0.28792], [-2.64327, -3.22787, 0.12533], [-3.60449, -2.34217, 0.51242], [-5.11806, -2.91791, 1.05361], [-3.34861, -0.94426, 0.44858], [-4.28229, 0.01514, 0.87659], [-3.99116, 1.35607, 0.79370], [-2.79826, 1.73463, 0.19435], [-1.88958, 0.85729, -0.24182], [-2.09627, -0.49481, -0.05695], [-1.06106, -1.42855, -0.34655], [-0.31084, -0.31120, -2.61730], [-2.84161, -4.29079, 0.14571], [-5.22938, -0.32193, 1.27656], [-4.67871, 2.10771, 1.15252], [-2.54888, 2.78658, 0.08519], [3.10517, -3.00131, 1.77160], [2.30173, -2.30355, 0.76444], [1.29275, -1.48314, 0.88665], [0.60895, -0.89063, -0.77508], [0.76344, -1.02980, 2.00119], [1.08838, -1.36754, 3.39218], [3.69853, -3.75597, 1.26441], [2.47248, -3.50301, 2.49894], [3.78764, -2.32342, 2.28126], [2.54654, -2.49981, -0.19593], [0.03295, -0.34961, 1.87522], [0.79984, -2.39155, 3.62237], [0.52896, -0.70301, 4.04327], [2.14772, -1.23058, 3.59355], [1.20634, 2.39218, 0.37577], [1.74223, 3.03422, -1.15300], [0.94941, 2.58149, -2.18179], [1.20063, 2.99242, -3.47022], [0.03466, 2.26995, -4.57529], [2.22035, 3.87417, -3.77582], [2.50238, 4.38474, -5.37802], [3.00904, 4.33520, -2.70319], [4.26486, 5.44274, -3.01780], [2.78325, 3.91800, -1.37495], [3.74123, 4.49585, -0.08663]], "mulliken_charge": [1.22, -0.13, 0.17, -0.59, 0.51, -0.18, 0.58, -0.73, -0.96, -0.20, -0.10, 0.51, -0.47, -0.61, 0.52, 0.47, 0.47, 0.46, -1.01, -0.10, 0.79, 0.19, -0.11, -1.08, 0.35, 0.34, 0.35, 0.33, 0.14, 0.36, 0.37, 0.35, -0.17, 0.99, -1.09, 0.76, -0.24, -0.54, -0.14, 0.96, -0.12, -0.50, -0.14]}

---

[3]
{"formula": "C18H12F10GaN3OSeTe", "method": "ωB97M-V/def2-TZVPD", "homo_lumo_gap_ev": 7.70, "homo_energy_ev": -8.6, "e_above_lowest_ev": 0.000, "elements": ["Ga", "F", "Te", "F", "F", "F", "F", "O", "Se", "C", "C", "C", "C", "C", "C", "H", "H", "H", "H", "H", "N", "C", "C", "C", "C", "C", "C", "C", "N", "C", "C", "N", "C", "H", "H", "H", "H", "H", "H", "H", "F", "C", "F", "C", "F", "F", "F"], "coordinates": [[-1.79108, 1.43999, -0.25562], [-3.05943, 2.29400, 4.08271], [-2.21709, 0.94651, 3.17690], [-1.07875, -0.45356, 2.52446], [-1.81340, 0.28302, 4.83526], [-3.66234, -0.14641, 3.23887], [-0.59125, 1.89670, 3.29638], [-2.51171, 1.53761, 1.47144], [-2.37326, -0.36103, -1.62889], [-2.47083, -1.70671, -0.31593], [-1.78189, -2.90149, -0.66435], [-2.15808, -4.00692, 0.01558], [-2.97654, -3.94550, 1.14842], [-3.57341, -2.70754, 1.50531], [-3.33737, -1.58838, 0.72252], [-1.11731, -2.95158, -1.53617], [-1.75649, -4.98339, -0.34958], [-3.16656, -4.86534, 1.65830], [-4.25314, -2.55831, 2.33216], [-3.83311, -0.65465, 0.78220], [7.93260, -2.19171, -2.14542], [6.88012, -1.76936, -1.97857], [5.53422, -1.30104, -1.69203], [4.71370, -2.08993, -0.91009], [3.52064, -1.51913, -0.44269], [3.20288, -0.23179, -0.80740], [3.95637, 0.53991, -1.67734], [5.12336, -0.03830, -2.12216], [2.14613, 0.49539, -0.18373], [2.32232, 1.78216, 0.32721], [1.05815, 2.23987, 0.50766], [0.16190, 1.31356, 0.07538], [0.83884, 0.29254, -0.33946], [5.02077, -3.03539, -0.54457], [2.85354, -2.05999, 0.27792], [3.52255, 1.45168, -2.04386], [5.78674, 0.52164, -2.78594], [3.26846, 2.20212, 0.62236], [0.75257, 3.25650, 0.76090], [0.49786, -0.58293, -0.78780], [-1.25284, 3.56041, -2.27257], [-1.96493, 3.35528, -1.08461], [-1.48315, 4.26155, -0.23738], [-3.37850, 3.70601, -1.52370], [-4.20667, 3.83031, -0.50590], [-3.82650, 2.66316, -2.26388], [-3.45810, 4.78050, -2.26226]], "mulliken_charge": [0.20, -0.39, 2.21, -0.49, -0.36, -0.38, -0.41, -0.59, -0.05, 0.44, -0.74, -0.36, -0.65, -0.56, -0.56, 0.39, 0.31, 0.42, 0.41, 0.73, -0.46, 0.01, 0.51, -0.71, -0.34, 0.25, -0.37, -0.85, 0.23, -0.57, -0.65, 0.22, -0.22, 0.49, 0.43, 0.58, 0.41, 0.51, 0.53, 0.67, -0.30, 0.40, -0.28, 0.68, -0.24, -0.25, -0.25]}

---

[4]
{"formula": "C18H12FN3O2Tc", "method": "ωB97M-V/def2-TZVPD", "homo_lumo_gap_ev": [5.82, 6.84], "homo_energy_ev": [-16.0, -16.2], "total_charge": 2, "e_above_lowest_ev": 0.000, "spin_multiplicity": 2, "elements": ["Tc", "O", "C", "N", "C", "O", "C", "C", "C", "C", "C", "N", "C", "C", "C", "C", "C", "N", "H", "H", "H", "H", "H", "H", "H", "H", "F", "C", "C", "C", "C", "C", "C", "H", "H", "H", "H"], "coordinates": [[-0.65274, 0.75704, -0.60075], [-2.32153, -2.37778, 1.35494], [-1.89958, -1.60069, 0.56291], [-1.35908, -0.31413, 0.85140], [-1.29376, 0.19366, 2.18098], [-1.64981, -0.36693, 3.16514], [-0.73612, 1.59236, 2.17382], [-0.58289, 2.30536, 3.34107], [-0.10672, 3.61158, 3.26199], [0.18023, 4.15439, 2.01720], [0.00917, 3.37260, 0.88983], [-0.42712, 2.10314, 0.96319], [-1.88362, -1.84800, -0.92211], [-2.35780, -3.02406, -1.45644], [-2.36981, -3.16543, -2.84176], [-1.92470, -2.11535, -3.63410], [-1.45301, -0.96912, -3.02279], [-1.41245, -0.83972, -1.68505], [-0.83997, 1.83904, 4.28265], [0.02732, 4.19282, 4.16472], [0.53218, 5.17119, 1.91675], [0.23297, 3.76019, -0.09674], [-2.71357, -3.80187, -0.79422], [-2.73269, -4.08144, -3.28899], [-1.94330, -2.18072, -4.71263], [-1.08987, -0.13339, -3.60890], [5.03866, -1.45851, -0.25484], [3.83179, -0.97181, -0.34216], [2.93515, -1.54568, -1.24474], [1.65669, -1.05224, -1.30934], [1.25537, 0.03458, -0.49902], [2.19615, 0.59212, 0.39754], [3.47690, 0.10527, 0.47189], [3.26320, -2.37094, -1.86253], [0.97002, -1.51259, -2.00532], [1.93330, 1.42038, 1.03981], [4.21105, 0.52467, 1.14658]], "mulliken_charge": [0.57, -0.46, 0.01, 0.03, -0.01, -0.46, 0.58, -0.53, -0.29, -0.67, -0.14, -0.15, 0.57, -0.55, -0.29, -0.66, -0.16, -0.14, 0.51, 0.48, 0.45, 0.42, 0.51, 0.48, 0.45, 0.42, -0.24, 0.36, -0.87, 0.07, 0.92, 0.11, -0.88, 0.49, 0.31, 0.27, 0.49]}

---

[5]
{"formula": "C18H12I2N4O5RuS", "method": "ωB97M-V/def2-TZVPD", "homo_lumo_gap_ev": [6.32, 4.97], "homo_energy_ev": [-13.4, -14.3], "total_charge": 2, "e_above_lowest_ev": 0.000, "spin_multiplicity": 5, "elements": ["Ru", "I", "C", "C", "C", "I", "C", "C", "C", "C", "N", "C", "C", "O", "H", "H", "H", "H", "O", "S", "O", "O", "C", "N", "C", "C", "C", "N", "C", "C", "C", "N", "C", "C", "H", "H", "H", "H", "H", "H", "O", "H", "H"], "coordinates": [[-1.65891, 1.25685, -1.59095], [-1.12977, -3.95077, -0.39111], [-2.26044, -2.94095, -1.84495], [-3.23700, -3.69714, -2.50898], [-4.23639, -3.15004, -3.29240], [-5.64067, -4.37832, -4.19009], [-4.25331, -1.74506, -3.48868], [-5.23925, -0.94776, -4.18404], [-5.16058, 0.42486, -4.36377], [-4.00557, 0.99572, -3.69103], [-3.10694, 0.46748, -2.88198], [-3.27781, -0.93579, -2.80989], [-2.26596, -1.47692, -1.91730], [-1.57265, -0.64796, -1.22731], [-3.37201, -4.79133, -2.47535], [-6.03753, -1.65127, -4.47917], [-5.88117, 1.04627, -4.87000], [-4.20943, 2.01618, -3.85340], [6.70685, -2.44636, 6.84426], [7.25536, -3.45600, 6.03355], [6.36419, -4.21191, 5.20466], [8.66460, -3.62759, 6.04476], [5.06325, -0.02448, 3.00220], [5.54640, 0.78191, 3.88775], [4.83785, 1.93813, 4.10132], [3.71444, 2.25536, 3.33885], [3.32044, 1.28349, 2.45148], [3.91041, 0.11018, 2.33442], [2.09336, 1.43927, 1.54429], [1.33798, 2.57660, 1.40123], [0.30861, 2.53646, 0.44009], [-0.10700, 1.47141, -0.18652], [0.54635, 0.34894, 0.05508], [1.67806, 0.31710, 0.88278], [5.16118, 2.56941, 4.93217], [3.11058, 3.16067, 3.56858], [1.51401, 3.45504, 1.96982], [-0.38791, 3.40221, 0.34340], [0.18914, -0.65416, -0.15353], [2.20696, -0.63639, 0.99912], [-2.08156, 3.44390, -1.61606], [-2.81104, 3.85560, -2.12181], [-1.59710, 4.21718, -1.24147]], "mulliken_charge": [1.25, 0.22, -0.81, -0.31, -0.24, 0.33, 0.62, -0.02, -0.84, -0.08, -0.23, -0.28, 1.40, -0.68, 0.32, 0.12, 0.45, 0.31, -0.37, 1.12, -0.39, -0.36, 0.39, -0.48, -0.31, -0.64, 0.47, -0.42, 1.01, -0.83, -0.23, -0.15, -0.20, -0.36, 0.41, 0.25, 0.35, 0.31, 0.28, 0.47, -0.49, 0.29, 0.32]}

---

| no. | total energy (Ha) |
| --- | --- |
| 1 | -5156.8734 |
| 2 | -4598.6971 |
| 3 | -6525.6065 |
| 4 | -1187.9071 |
| 5 | -2376.0479 |